Entry 1:
Computed, not measured: a 10-piece molecular cluster, C5H30N4O10 overall at a distorted geometry, with ωB97M-V/def2-TZVPD.

CARTESIAN COORDINATES (ANGSTROEM)
1 C -2.96215 2.82418 -0.70512
2 C -1.92589 -1.58318 1.49354
3 C -1.88493 1.64150 3.75190
4 H 1.14996 0.50223 0.13402
5 O 1.86893 -1.47423 2.40248
6 H 0.98482 1.56079 -2.14623
7 H -2.51241 -1.68537 -2.23463
8 O 0.05529 1.58185 -1.91874
9 H 2.92217 0.77550 -3.00060
10 H -3.19923 1.93244 -1.28536
11 N 2.37033 -3.13422 -2.82101
12 O -1.69743 3.36561 -1.12156
13 O 2.89207 0.92467 -2.05274
14 H 2.95085 -3.57029 -3.52310
15 O -2.19479 -0.44906 0.70401
16 C 1.10849 -3.38207 -2.71089
17 H -0.22143 0.98419 3.05096
18 O -2.24439 -2.22732 -1.49254
19 H 1.27126 -0.74050 2.25873
20 H -1.17141 2.57377 -1.25536
21 H 4.51236 2.36264 -2.35111
22 O 3.17701 -0.99405 -0.02718
23 N -0.93303 0.79535 3.74238
24 O 0.62181 -4.33252 -3.31399
25 H 3.87186 -1.64752 -0.10708
26 H -3.69134 1.79677 4.77982
27 H -0.99085 -1.46061 2.04015
28 H -2.41792 0.21545 1.35994
29 H 3.24988 -0.46770 -0.82334
30 H -0.41140 -2.66042 -1.66326
31 H 2.87317 -2.48829 -2.22938
32 H 2.51792 -1.39565 1.70328
33 H -0.31288 0.31280 0.47478
34 H -2.57700 0.54126 5.24416
35 H -0.82778 0.11042 4.47717
36 N 0.55626 -2.54236 -1.92738
37 H -2.83424 -1.69732 2.08512
38 H -1.97150 -1.59976 -0.82325
39 H -2.97900 2.43193 0.31171
40 C 3.58947 2.11514 -1.82658
41 H -3.82520 3.48197 -0.80793
42 H 1.10456 -1.93584 -1.33440
43 H -1.85451 -2.49804 0.90530
44 H -0.39761 1.60508 -2.76170
45 O 0.53964 0.49213 0.87135
46 O -2.10149 2.47126 2.91343
47 H 3.75056 2.34617 -0.77360
48 N -2.80564 1.32805 4.65359
49 H 3.00678 2.89318 -2.31978

frontier orbital gap	0.330	Eh
highest occupied orbital energy	-0.343	Eh
max |F|	0.1310	Eh/bohr
structure (SMILES)	NC(N)=O.NC(N)=O.CO.CO.CO.O.O.O.O.O
total charge	0
E_LUMO	-0.35	eV



Entry 2:
Computed, not measured: C5H30NO10 as an isolated structure at a distorted geometry, with ωB97M-V/def2-TZVPD.

CARTESIAN COORDINATES (ANGSTROEM)
1 H -3.66233 0.70454 -1.24702
2 H 1.02139 -3.38800 0.23384
3 O 0.55441 -4.11897 -0.19400
4 H 0.63249 4.11459 -0.54324
5 O 1.84455 0.62586 1.84314
6 H 2.24318 1.23530 -3.03333
7 H 2.06561 0.14958 -1.93894
8 H -0.04301 3.25980 -1.92108
9 H -1.92623 -1.41353 2.17734
10 O -0.34654 -2.68909 -3.14891
11 H -0.27646 -3.96947 -0.62821
12 H -0.45987 -0.41224 -0.02793
13 H -0.61708 -0.77665 3.37642
14 H 1.90052 2.27649 -0.21104
15 H 2.95821 -2.46442 -1.54797
16 H -1.45449 3.26915 0.24987
17 C -0.58017 0.18751 -0.91329
18 H 2.34572 2.35376 1.52200
19 H -2.42977 0.41973 1.33451
20 H -1.86722 -2.88009 1.45938
21 C 0.35786 3.10287 -0.92070
22 H 0.85272 0.46663 1.97535
23 O -2.40334 -2.23811 1.92334
24 C -2.57041 1.02052 0.45855
25 H -4.64020 0.24872 0.24091
26 O 0.97123 -2.17708 1.33695
27 H 2.07210 -0.19048 2.26944
28 O 3.62583 -2.08263 -0.96301
29 O 2.03169 0.33073 -2.86681
30 C -3.64585 0.23135 -0.26933
31 N -1.53503 1.33376 -0.56809
32 H -0.08719 -3.54468 -2.84289
33 H 0.29639 -1.29379 2.00287
34 H 0.33634 0.51766 -1.37114
35 H 2.50158 4.00823 1.30119
36 O -0.48672 -0.56782 2.46284
37 H -1.11350 -0.44673 -1.61571
38 O 1.56083 2.36295 -1.14523
39 O 2.86154 3.14003 1.33135
40 H -3.14244 1.89609 0.77427
41 H 0.38077 -2.05912 -3.03593
42 C -0.70259 2.48632 -0.03367
43 H 1.30812 -2.59928 2.14158
44 H -0.39481 2.08708 0.97308
45 H -3.43745 -0.84377 -0.16587
46 H 3.09959 -1.67326 -0.23486

frontier orbital gap	0.312	Eh
highest occupied orbital energy	-0.205	Eh
max |F|	0.0585	Eh/bohr
total charge	-1
ΔE to the lowest compared entry with this formula, charge and spin	66.0	kcal/mol
E_LUMO	2.92	eV



Entry 3:
Computed, not measured: a 10-piece molecular cluster, C5H30NO10 overall at a distorted geometry, with ωB97M-V/def2-TZVPD.

CARTESIAN COORDINATES (ANGSTROEM)
1 H 3.13338 1.52286 -1.49388
2 O -4.38144 0.37810 0.49982
3 H 0.07740 -3.44957 -1.56769
4 C -0.48537 -2.37353 0.35535
5 H -0.94163 1.02163 -2.20860
6 H -2.47127 2.10396 0.36256
7 H 2.49650 1.36738 1.71878
8 O -1.63727 0.69828 0.22918
9 H 2.05969 -1.70421 -0.44412
10 H 2.75211 2.98543 -2.01600
11 C -0.02476 -3.58492 -0.42372
12 H 1.63871 -0.08985 -0.77090
13 O -0.13843 1.48104 -1.87578
14 O 3.00436 -2.40715 -1.41321
15 H -1.92311 2.97819 1.35907
16 H 0.24243 2.98845 1.65544
17 C -0.03645 -0.94600 -0.16808
18 H -2.61064 0.18351 -1.49820
19 O 0.47993 2.46209 2.42398
20 H -0.58363 -4.51524 -0.21043
21 H -4.96011 0.64192 1.24242
22 H -0.31582 -3.54828 2.05236
23 H 1.01671 -3.78563 -0.26374
24 H 0.31775 1.82920 -2.65004
25 O -0.47390 3.85007 0.07761
26 C -0.70433 0.11259 0.72068
27 H -0.17173 -1.89810 2.55778
28 H 1.14913 -2.61220 1.70610
29 O 2.43721 2.09046 -1.84394
30 H -0.42425 -0.81932 -1.16383
31 H 2.96623 -2.34922 -2.36926
32 H 1.66973 -0.69616 0.89880
33 H -1.57234 -2.41033 0.26070
34 O 3.03769 0.56600 1.68308
35 O -2.65437 -0.07658 -2.42331
36 H -0.12709 0.25342 1.64098
37 H -0.73288 4.71842 -0.26620
38 H 1.03889 2.92451 3.05458
39 H 3.30804 -3.19803 -0.95532
40 C 0.06042 -2.59071 1.77102
41 H 3.91672 0.61802 2.06578
42 H -3.33641 0.36765 -2.93363
43 H -4.59326 -0.55784 0.66322
44 H -0.21047 3.30002 -0.68926
45 O -2.72076 3.00812 0.74783
46 N 1.42867 -0.83845 -0.09797

frontier orbital gap (spin up / spin down)	0.402 / 0.199	Eh
highest occupied orbital energy (spin up / spin down)	-0.632 / -0.631	Eh
max |F|	0.0619	Eh/bohr
total charge	+2
multiplicity	2
ΔE to the lowest compared entry with this formula, charge and spin	47.9	kcal/mol
expectation value of S²	0.756
E_LUMO (spin up / spin down)	-6.27 / -11.75	eV



Entry 4:
Computed, not measured: a 10-piece molecular cluster, C5H30NO11 overall at a distorted geometry, with ωB97M-V/def2-TZVPD.

CARTESIAN COORDINATES (ANGSTROEM)
1 H 0.18200 0.82420 -0.90991
2 O 0.70493 1.49431 -1.46264
3 O -1.15525 -0.05945 -0.57859
4 O 1.01557 3.96889 -0.06321
5 C 3.94355 1.44093 0.32114
6 H -1.76503 -1.69395 -1.52268
7 H -0.80384 0.14741 -3.54540
8 H -2.46812 -3.06747 0.69636
9 H 3.56717 -1.28919 -0.32173
10 O -2.61492 -1.40611 3.28759
11 H 4.74332 0.95946 -0.26643
12 H -2.17622 3.78263 1.59123
13 C 1.29254 -2.23729 1.04291
14 H 0.66473 -0.84821 -0.34142
15 H -2.54274 2.95788 -0.78735
16 H -1.40815 0.72389 -0.10031
17 H -1.90290 -1.69152 -2.98180
18 H -3.11090 1.43922 -1.26103
19 C -0.07762 -2.91479 0.99776
20 H 1.87336 1.02191 0.54803
21 H 4.46181 1.74288 1.21709
22 O 3.56570 2.53233 -0.51532
23 O -1.05543 -1.90294 1.16538
24 H 2.69370 -0.20095 -1.27819
25 H 1.88515 3.88259 -0.45448
26 O -3.18158 2.23647 -0.72482
27 H -3.96964 -2.65789 0.86277
28 O -3.36720 -3.40109 0.85050
29 H 2.91465 0.18901 1.70896
30 H 1.12511 0.90647 -2.08384
31 O -3.12900 3.84906 1.58848
32 H 0.76565 3.03251 -0.05031
33 H 2.08295 -2.99967 0.98035
34 H 1.38767 -1.85519 2.06574
35 H -0.15082 -3.52866 0.08993
36 O -1.91927 -2.30690 -2.22565
37 C 2.82125 0.48721 0.66527
38 N 1.44198 -1.48612 -0.18713
39 H -0.90334 -1.21261 0.43652
40 H 3.36283 2.20431 -1.39317
41 H -1.97340 -0.72884 3.47301
42 H -1.63871 0.18832 -2.17828
43 O -1.67356 0.26793 -3.16662
44 H -2.47000 -1.56371 2.33272
45 H -0.20886 -3.67929 1.76731
46 C 2.63906 -0.70297 -0.30161
47 H -3.46817 3.15500 1.01289

frontier orbital gap	0.332	Eh
highest occupied orbital energy	-0.236	Eh
max |F|	0.0424	Eh/bohr
total charge	-1
ΔE to the lowest compared entry with this formula, charge and spin	42.6	kcal/mol
E_LUMO	2.62	eV



Entry 5:
Computed, not measured: a 10-piece molecular cluster, C5H30NO9S2 overall at a distorted geometry, with ωB97M-V/def2-TZVPD.

CARTESIAN COORDINATES (ANGSTROEM)
1 H 1.51342 -3.90206 0.54901
2 C -0.68775 -1.69232 2.97693
3 O -4.08142 -0.07965 -0.83731
4 O -0.61816 -1.03652 -3.58983
5 H -1.32160 1.95197 -0.87657
6 H 1.11624 -2.12123 -1.33550
7 H -3.26712 -0.36550 -1.26648
8 S -0.79418 -2.94620 1.55266
9 H -1.87467 0.68540 3.05120
10 H -0.02947 -2.15982 3.74674
11 H 2.51039 0.73480 2.57053
12 H 1.78082 1.92253 -2.85257
13 O 0.45101 1.66177 -4.07336
14 N -1.17294 0.79590 2.34169
15 O 2.52488 1.77069 -2.28424
16 H 0.40392 0.01404 3.51242
17 O 2.05751 -3.24243 0.06445
18 H -0.46377 1.79596 -3.98532
19 H 0.22644 -1.38855 -3.13020
20 S -0.74394 4.50268 0.62959
21 H 2.27178 -2.63943 0.80177
22 H 2.58184 -0.76707 -0.64093
23 H 0.66548 0.75578 -3.88605
24 H -1.76479 -1.63414 3.32730
25 H -1.77887 -2.20292 -0.22144
26 H -4.27543 -0.81769 -0.25068
27 H 0.52746 -0.39367 1.74713
28 C -0.21895 -0.33512 2.58736
29 O 3.22859 0.12890 2.45936
30 H 0.37725 2.55158 1.76629
31 C 0.09344 2.88293 0.69654
32 C -0.68334 1.79043 -0.02798
33 H 3.26786 0.55767 -0.57863
34 H 1.12310 2.91304 0.22507
35 H 0.01269 1.10662 -0.58617
36 O 1.01617 -1.15254 -1.18096
37 H -2.53485 1.68695 1.01560
38 H 3.17933 1.18738 -2.57367
39 H -2.11780 0.28456 0.43903
40 H -1.94831 4.07521 1.10435
41 C -1.61546 1.04841 0.98775
42 O -2.40188 -2.18044 -1.05048
43 O 3.31633 -0.28469 -0.18383
44 H -2.51374 -3.12025 -1.14085
45 H 3.36063 -0.14591 1.52389
46 H -1.12043 -0.94533 -2.75794
47 H 0.42229 -1.25176 -0.36567

frontier orbital gap	0.257	Eh
highest occupied orbital energy	-0.161	Eh
max |F|	0.0655	Eh/bohr
total charge	-1
ΔE to the lowest compared entry with this formula, charge and spin	0.0	kcal/mol
E_LUMO	2.63	eV